# C19H66N14O14

14 unconnected molecules or ions with the total composition C19H66N14O14 (wB97M-V/def2-TZVPD, OMol25).

```
113
Properties=species:S:1:pos:R:3
C -5.49423 3.88759 -1.84683
C -5.70811 4.12084 -0.34349
O -5.87488 5.48891 -0.04372
H -4.77023 3.06207 -1.98136
H -4.93754 4.74626 -2.30368
H -6.37931 3.70712 -2.43580
H -4.82384 3.65094 0.11440
H -6.57484 3.54786 -0.06696
H -5.86321 5.66915 0.88017
C -9.30484 9.02871 -5.82803
C -8.68249 9.77538 -4.71469
O -8.89679 11.14124 -4.96737
H -10.39012 9.07470 -5.80589
H -9.06079 7.98336 -5.73421
H -8.98665 9.30387 -6.78371
H -7.63522 9.59894 -4.49265
H -9.35746 9.41657 -3.93780
H -8.24823 11.70089 -4.55667
C -4.45646 6.80050 -5.11167
C -5.13877 6.84759 -6.45992
O -6.08193 7.86461 -6.58360
H -4.73727 7.64976 -4.47717
H -3.37399 6.63094 -5.31094
H -4.75295 5.87739 -4.58324
H -5.56210 5.90830 -6.72782
H -4.34257 7.06511 -7.19780
H -5.79562 8.65451 -6.09806
C -7.47137 7.11384 -3.37917
C -6.53791 7.88461 -2.43173
O -6.99205 7.82873 -1.05866
H -8.42590 7.57433 -3.41096
H -7.55284 6.13859 -2.88424
H -7.15014 6.96502 -4.39838
H -6.45984 8.93071 -2.74566
H -5.48554 7.49608 -2.41637
H -6.90173 6.91308 -0.84268
C -7.71821 4.08876 -5.38771
C -8.77950 5.12552 -5.56683
O -9.74256 4.76383 -6.51035
H -7.29540 3.87527 -6.36864
H -8.16471 3.18289 -4.96340
H -6.95114 4.37235 -4.71808
H -8.33365 6.07315 -5.87347
H -9.13032 5.32770 -4.60518
H -9.31447 4.56879 -7.35283
C -1.09960 9.89725 -6.08054
O -0.82522 10.85370 -5.11539
N -0.30130 9.57904 -7.08816
N -2.23956 9.27022 -6.10558
H 0.61501 9.98227 -7.11246
H -0.57681 8.79118 -7.69089
H -2.97043 9.40811 -5.37546
H -2.30173 8.41591 -6.61640
C -5.36198 11.42685 -4.96871
O -5.18277 10.10273 -4.87059
N -6.22394 12.04539 -4.24169
N -4.77812 12.20964 -5.78935
H -6.74850 11.55542 -3.48426
H -6.19525 13.02934 -4.33984
H -4.09257 11.91050 -6.54792
H -5.02766 13.19972 -5.95346
C -7.16177 7.16868 -9.54059
O -5.74350 7.36325 -9.73536
N -7.91912 6.80656 -10.53002
N -7.77414 7.05669 -8.41613
H -7.40106 6.73141 -11.40779
H -8.93460 6.81333 -10.55592
H -7.18987 7.22204 -7.52764
H -8.83419 7.18848 -8.27300
C -2.58819 7.43911 -11.09198
O -1.82618 7.55755 -12.21024
N -2.54993 8.37455 -10.18662
N -3.27944 6.40423 -10.79829
H -1.91710 9.22063 -10.28670
H -3.20602 8.41428 -9.41227
H -3.14060 5.64556 -11.48032
H -4.26860 6.53592 -10.42950
C -7.79996 11.25946 -9.05314
O -9.13497 10.95150 -9.36145
N -6.93050 11.72181 -9.88816
N -7.30595 11.09699 -7.83406
H -7.21182 11.96756 -10.82514
H -5.97702 11.82587 -9.76551
H -7.98799 10.73002 -7.13378
H -6.32887 11.08479 -7.58550
C -3.19145 3.65282 -5.66383
O -3.72462 4.07577 -6.90546
N -3.71713 2.72423 -4.95781
N -1.95826 4.01508 -5.22102
H -4.60298 2.26804 -5.22950
H -3.26765 2.33846 -4.11772
H -1.41133 4.74058 -5.72855
H -1.56408 3.61266 -4.38316
C -1.33424 6.37334 -7.79643
O -0.95599 6.03505 -6.49387
N -0.74654 7.34380 -8.49569
N -2.30484 5.80155 -8.43135
H 0.24998 7.50433 -8.23429
H -1.29938 7.78984 -9.23836
H -2.83310 5.10189 -7.88222
H -2.59569 6.11636 -9.39570
C -5.62408 4.11024 -9.12554
O -6.24112 3.01640 -8.45354
H -4.55242 3.89560 -9.31356
H -5.70254 4.99659 -8.54085
H -6.03254 4.32612 -10.05293
H -5.70048 2.71661 -7.70589
C -2.44195 6.34375 -2.58338
O -2.49762 4.96397 -2.73975
H -2.04654 6.65286 -1.65452
H -3.35993 6.84640 -2.69335
H -1.68980 6.75886 -3.30230
H -2.54314 4.83899 -3.70267
```

**Energy**: -70297.1073 eV
**ΔE to the lowest compared entry with this formula, charge and spin**: 10.006 eV
**HOMO-LUMO gap**: 8.638 eV
**Maximum force**: 10.3 eV/A

Atomic partial charges in e from the Löwdin method, atoms 1 to 2:
1 C -0.08
2 C -0.29

***

# C19H9Br5FeO4S

A molecular structure, C19H9Br5FeO4S (wB97M-V/def2-TZVPD, OMol25).

```
39
Properties=species:S:1:pos:R:3
Fe 0.16433 -0.10876 0.64666
Br 4.24317 -3.32691 5.29486
C 3.34826 -2.85634 3.68966
C 3.54338 -3.58604 2.53422
Br 4.70348 -5.08865 2.52095
C 2.87208 -3.21220 1.35719
Br 3.09811 -4.16285 -0.27113
C 2.01374 -2.11718 1.30646
O 1.39721 -1.71755 0.24237
C 1.79424 -1.36347 2.52336
O 0.97426 -0.36112 2.46040
C 2.47738 -1.75044 3.67133
Br 2.16472 -0.70034 5.22039
Br -0.36547 -2.97539 -6.08074
C -0.98812 -2.17495 -4.45992
C -2.08966 -1.33652 -4.50999
C -2.53907 -0.76467 -3.33055
C -1.90143 -1.02107 -2.12147
C -0.79807 -1.86442 -2.10341
C -0.33080 -2.44640 -3.27574
C -2.44284 -0.36352 -0.85771
O -3.55251 0.16046 -0.92019
O -1.74345 -0.48325 0.21004
H -2.58025 -1.13392 -5.45261
H -3.39649 -0.10495 -3.32126
H -0.27199 -2.07025 -1.18106
H 0.53896 -3.08872 -3.25513
S 0.74197 1.83977 -0.54787
C -0.17571 3.14241 0.22004
C 0.46268 4.33397 0.58415
C -0.23773 5.38108 1.16386
C -1.60113 5.27013 1.40332
C -2.24856 4.09312 1.04613
C -1.55372 3.04674 0.45853
H 1.52870 4.41913 0.41218
H 0.28967 6.28826 1.44040
H -2.14802 6.08346 1.86648
H -3.31187 3.98126 1.22712
H -2.07939 2.14010 0.18867
```

**Energy**: -423479.1711 eV
**ΔE to the lowest compared entry with this formula, charge and spin**: 0.000 eV
**2S+1**: 5
**Net charge**: -2
**HOMO-LUMO gap (spin up / spin down)**: 5.678 / 5.834 eV
**Maximum force**: 0.5 eV/A

Atomic partial charges in e from the Löwdin method, atoms 1 to 2:
1 Fe 0.65
2 Br 0.62

***

# C2

2 unconnected molecules or ions with the total composition C2 (wB97M-V/def2-TZVPD, OMol25).

```
2
Properties=species:S:1:pos:R:3
C -1.03233 -0.73068 0.58747
C 1.03233 0.73068 -0.58747
```

**Energy**: -2056.8481 eV
**ΔE to the lowest compared entry with this formula, charge and spin**: 7.884 eV
**HOMO-LUMO gap**: 5.404 eV
**Maximum force**: 3.9 eV/A

Partial charges, Löwdin, in e:
1 C 0.00
2 C 0.00

***

- Which value of ΔE to the lowest compared entry with this formula, charge and spin does entry 1 give?
  10.006 eV

***

- What is the maximum force in the first record?
  10.3 eV/A